Molecular formula: C27H67ClGaO11
Method: DFT, wB97M-V/def2-TZVPD

Geometry as XYZ:
```
107
Properties=species:S:1:pos:R:3:forces:R:3
C 0.137 -2.759 1.201 0.028 -0.046 0.047
C 0.865 -3.051 -0.130 -0.029 -0.004 -0.053
O 1.625 -1.978 -0.590 -0.049 -0.045 -0.093
Ga 0.742 -0.522 -1.391 0.075 0.267 0.168
C -0.092 0.703 0.017 -0.222 -0.081 -0.236
C -1.571 0.408 0.376 0.225 -0.029 0.261
C -2.511 1.451 -0.142 -0.146 -0.107 -0.035
O -2.470 2.639 0.080 0.034 0.003 0.017
O -3.494 0.934 -0.925 0.109 -0.017 -0.082
C 2.199 0.508 -2.384 0.034 -0.032 0.114
O 3.305 0.977 -1.579 0.004 0.270 -0.130
O 2.809 1.961 -0.659 -0.123 -0.250 0.118
C -0.804 -1.210 -2.534 0.040 -0.081 -0.082
C -0.517 -1.977 -3.823 0.054 0.161 0.055
C 0.943 -2.227 -4.149 -0.034 -0.083 -0.067
Cl -1.356 -3.620 -3.807 -0.106 -0.115 -0.029
H 0.292 -1.711 1.460 -0.014 0.004 0.002
H 0.530 -3.366 2.020 0.021 0.023 0.035
H -0.938 -2.945 1.144 -0.020 0.011 -0.038
H 0.116 -3.368 -0.874 0.016 -0.006 -0.012
H 1.530 -3.914 0.009 0.009 -0.025 0.019
H 0.514 0.694 0.924 0.080 0.036 -0.040
H -0.031 1.716 -0.388 0.036 0.075 0.142
H -1.690 0.425 1.465 -0.102 0.017 -0.002
H -1.908 -0.573 0.044 -0.041 0.023 -0.068
H -3.985 1.692 -1.269 -0.078 0.060 0.063
H 2.715 -0.092 -3.137 -0.018 -0.088 0.026
H 1.798 1.388 -2.926 0.009 -0.040 -0.055
H 2.255 2.525 -1.221 0.104 0.085 -0.034
H -1.470 -0.370 -2.757 -0.028 -0.026 -0.008
H -1.383 -1.855 -1.870 0.004 0.027 0.069
H -0.988 -1.485 -4.672 0.004 -0.052 -0.067
H 1.493 -2.578 -3.275 -0.030 0.038 0.031
H 1.037 -2.943 -4.962 0.023 -0.017 -0.041
H 1.376 -1.285 -4.492 0.066 0.024 0.126
C -2.444 2.969 5.810 -0.048 -0.005 0.007
C -2.322 1.611 5.135 0.038 0.069 0.018
C -1.100 1.536 4.238 -0.025 -0.029 -0.109
O -3.509 1.312 4.395 -0.056 -0.063 0.048
H -2.535 3.754 5.054 0.018 0.004 0.007
H -3.327 3.002 6.448 -0.001 -0.003 -0.004
H -1.564 3.185 6.417 0.006 -0.007 0.000
H -2.275 0.833 5.901 0.006 -0.016 -0.018
H -1.182 2.280 3.440 0.055 -0.003 -0.011
H -1.019 0.555 3.770 0.009 -0.008 0.025
H -0.181 1.732 4.792 -0.013 0.003 0.025
H -3.576 1.955 3.679 0.019 -0.068 -0.059
C -5.555 -2.989 3.790 0.068 -0.056 -0.037
C -5.422 -2.446 5.204 -0.036 0.040 -0.014
C -6.247 -1.185 5.396 0.047 0.110 -0.014
O -4.059 -2.205 5.536 0.027 -0.011 -0.027
H -5.185 -2.251 3.072 -0.019 0.015 0.005
H -4.968 -3.901 3.670 0.008 0.006 0.006
H -6.599 -3.207 3.554 -0.007 0.001 0.000
H -5.746 -3.210 5.916 0.004 -0.003 -0.004
H -5.884 -0.414 4.710 -0.045 0.039 0.028
H -6.141 -0.807 6.413 0.004 -0.015 0.005
H -7.306 -1.357 5.193 0.005 -0.042 -0.011
H -3.727 -1.516 4.945 -0.018 0.027 0.020
C 5.184 4.225 -0.364 -0.011 -0.067 -0.088
C 4.479 5.525 -0.705 0.032 -0.009 0.031
C 4.965 6.677 0.162 -0.076 0.042 0.023
O 3.061 5.382 -0.612 -0.007 0.099 0.018
H 4.988 3.954 0.678 0.028 0.012 0.008
H 4.818 3.409 -0.984 -0.008 0.000 0.009
H 6.263 4.324 -0.486 0.002 0.035 0.032
H 4.651 5.772 -1.756 0.024 -0.018 0.000
H 4.762 6.460 1.215 0.021 -0.010 -0.001
H 4.448 7.601 -0.100 0.002 -0.006 -0.013
H 6.041 6.823 0.057 0.007 -0.020 0.006
H 2.851 5.089 0.282 -0.004 -0.085 -0.040
C 0.177 -3.061 -9.725 -0.031 0.010 0.021
C 0.952 -3.090 -8.417 0.018 -0.054 -0.017
C 1.912 -4.268 -8.350 -0.006 0.000 0.035
O 0.074 -3.088 -7.301 -0.052 0.070 -0.080
H -0.425 -3.970 -9.823 0.010 -0.002 -0.015
H -0.495 -2.203 -9.751 -0.001 -0.003 0.005
H 0.849 -3.007 -10.583 0.008 0.001 0.001
H 1.518 -2.161 -8.314 0.005 -0.005 -0.012
H 1.355 -5.208 -8.411 0.010 -0.003 -0.015
H 2.460 -4.258 -7.408 -0.006 0.001 0.001
H 2.627 -4.244 -9.174 0.000 0.005 -0.005
H -0.456 -3.893 -7.315 0.012 0.006 0.076
C -6.311 -3.778 -1.308 0.021 0.035 0.017
C -5.289 -4.662 -0.611 -0.031 0.019 -0.044
C -5.914 -5.934 -0.060 0.029 0.004 0.023
O -4.620 -3.942 0.419 -0.019 -0.047 0.034
H -7.086 -3.469 -0.599 -0.014 -0.013 -0.012
H -5.829 -2.883 -1.700 0.003 -0.002 0.003
H -6.795 -4.305 -2.132 0.003 -0.008 -0.002
H -4.502 -4.922 -1.322 0.022 0.008 0.022
H -6.677 -5.685 0.684 -0.015 -0.008 -0.015
H -5.156 -6.551 0.422 0.000 0.003 0.001
H -6.390 -6.517 -0.851 -0.001 0.004 -0.006
H -5.277 -3.690 1.078 0.039 0.027 0.011
C 8.712 5.831 3.977 0.016 0.010 -0.041
C 7.489 5.354 3.210 -0.046 -0.033 0.038
C 6.944 4.045 3.758 -0.007 -0.007 -0.040
O 7.771 5.241 1.818 0.090 0.075 -0.042
H 9.515 5.091 3.901 -0.002 -0.001 0.020
H 9.076 6.774 3.569 -0.001 -0.003 -0.003
H 8.483 5.971 5.034 -0.007 -0.002 0.003
H 6.711 6.119 3.261 0.003 -0.002 0.013
H 7.700 3.259 3.675 -0.001 -0.001 0.020
H 6.065 3.731 3.196 0.004 0.001 -0.002
H 6.671 4.141 4.810 0.001 0.006 0.003
H 8.450 4.566 1.699 -0.042 -0.026 0.010
```
Forces are in eV/Å.

* energy: -4281.50384 Eh
* multiplicity: 1
* HOMO level: -4.71 eV
* Kohn-Sham gap: 0.258 Eh
* charge: -1
* LUMO: 0.0851 Eh

Atom charges from the Löwdin analysis, given in e for atoms 1 to 4:
1 C -0.080
2 C -0.394
3 O -0.261
4 Ga 0.453